Entry 1:
Density functional theory data (wB97M-V/def2-TZVPD) for CH4Cl4N2P2 in the gas phase in a non-equilibrium geometry.

Summary:
HOMO ... -9.087 eV
Lowest unoccupied orbital energy ... 0.09 eV
Orbital gap ... 9.2 eV
Total charge ... 0
Energy above the lowest of the compared OMol25 structures with the same formula, charge and spin ... 3.1 kcal/mol

Positions of all 13 atoms, in Å:
C  0.4585  -1.3561  -1.6214
N  0.4829  2.0048  2.3450
N  -0.6867  0.3965  0.3120
P  -0.9936  -0.7528  -1.0341
P  0.6866  0.9459  1.1887
Cl  -2.6018  -1.6752  -0.1002
Cl  -1.8866  0.3829  -2.3470
Cl  1.9261  1.4198  -0.3034
Cl  1.4462  -0.8279  1.8049
H  0.9940  -2.0054  -0.9422
H  0.3714  -1.7269  -2.6300
H  1.3382  2.5033  2.5367
H  -1.5351  0.6911  0.7908

Entry 2:
Density functional theory data (wB97M-V/def2-TZVPD) for CH4ClN as an isolated structure in a non-equilibrium geometry.

Summary:
HOMO ... -8.714 eV
Lowest unoccupied orbital energy ... 1.00 eV
Orbital gap ... 9.7 eV
Total charge ... 0
Energy above the lowest of the compared OMol25 structures with the same formula, charge and spin ... 61.3 kcal/mol

Positions of all 7 atoms, in Å:
C  -0.8368  0.6844  -0.0096
N  -0.4543  -0.5093  0.1651
Cl  -2.4064  1.0122  0.5935
H  2.3919  0.1447  -0.3717
H  2.0647  0.8456  -0.5824
H  -1.1033  -1.2688  0.4707
H  0.3443  -0.9090  -0.2657

Entry 3:
Density functional theory data (wB97M-V/def2-TZVPD) for a 2-piece molecular cluster, CH4ClN2 overall in a non-equilibrium geometry.

Summary:
HOMO ... -16.540 eV
Lowest unoccupied orbital energy ... -4.26 eV
Orbital gap ... 12.3 eV
Total charge ... +1
Energy above the lowest of the compared OMol25 structures with the same formula, charge and spin ... 56.9 kcal/mol

Positions of all 8 atoms, in Å:
C  -0.8872  0.0337  0.1234
N  -0.3814  0.3707  -0.9407
N  -1.5455  -0.5924  0.8661
Cl  2.4327  0.3515  0.2135
H  0.7338  0.3272  -0.9293
H  -0.5070  1.3512  -1.2613
H  -2.0490  -0.8400  1.7427
H  2.2034  -1.0018  0.1855

Entry 4:
Density functional theory data (wB97M-V/def2-TZVPD) for CH4ClN3 as an isolated structure in a non-equilibrium geometry.

Summary:
HOMO (spin up / spin down) ... -7.412 / -9.202 eV
Lowest unoccupied orbital energy (spin up / spin down) ... 0.99 / -1.43 eV
Orbital gap (spin up / spin down) ... 8.4 / 7.8 eV
Total charge ... 0
Multiplicity ... 3
Energy above the lowest of the compared OMol25 structures with the same formula, charge and spin ... 22.0 kcal/mol
<S²> ... 2.009

Positions of all 9 atoms, in Å:
C  0.1303  -0.5881  0.5870
N  -0.6312  0.3336  -0.2305
N  0.0249  1.4795  0.2167
N  1.3298  0.2643  0.8636
Cl  2.6138  -0.0220  -0.2054
H  -0.3475  -0.7398  1.5589
H  0.3388  -1.5503  0.1074
H  -0.5203  0.1371  -1.2270
H  0.3917  2.0535  -0.5438

Entry 5:
Density functional theory data (wB97M-V/def2-TZVPD) for a 2-piece molecular cluster, CH4ClNO overall in a non-equilibrium geometry.

Summary:
HOMO (spin up / spin down) ... -10.803 / -10.812 eV
Lowest unoccupied orbital energy (spin up / spin down) ... -0.65 / -3.01 eV
Orbital gap (spin up / spin down) ... 10.1 / 7.8 eV
Total charge ... 0
Energy above the lowest of the compared OMol25 structures with the same formula, charge and spin ... 126.6 kcal/mol

Positions of all 8 atoms, in Å:
C  0.8915  -0.8569  0.4339
N  -1.9714  1.0773  -0.4148
O  -0.1032  -0.7802  -0.3710
Cl  2.5072  0.3835  0.1142
H  1.3314  -1.7985  0.7359
H  0.6514  -0.3558  1.3729
H  -1.3061  1.9330  -0.6272
H  -2.0008  0.3976  -1.2439

Entry 6:
Density functional theory data (wB97M-V/def2-TZVPD) for CH4ClNP2 in the gas phase in a non-equilibrium geometry.

Summary:
HOMO ... -8.891 eV
Lowest unoccupied orbital energy ... -0.23 eV
Orbital gap ... 8.7 eV
Total charge ... 0
Energy above the lowest of the compared OMol25 structures with the same formula, charge and spin ... 26.2 kcal/mol

Positions of all 9 atoms, in Å:
C  -0.7342  0.3710  1.7027
N  0.3333  -0.2359  -0.4873
P  -0.7935  0.7557  -0.0252
P  0.9471  0.1741  -2.3699
Cl  0.2685  -1.4686  -3.2626
H  -0.6437  -0.7693  1.6560
H  -0.0007  0.8163  2.2951
H  -1.6078  0.6547  2.4171
H  2.2310  -0.2980  -1.9261

Entry 7:
Density functional theory data (wB97M-V/def2-TZVPD) for CH4ClP as an isolated structure in a non-equilibrium geometry.

Summary:
HOMO ... -9.734 eV
Lowest unoccupied orbital energy ... 0.89 eV
Orbital gap ... 10.6 eV
Total charge ... 0
Energy above the lowest of the compared OMol25 structures with the same formula, charge and spin ... 34.4 kcal/mol

Positions of all 7 atoms, in Å:
C  -0.0829  0.1050  -0.6454
P  0.8452  0.0813  0.9427
Cl  -1.6157  -0.6839  -0.7025
H  -0.1871  1.1079  -1.0294
H  0.8109  -0.5613  -1.4739
H  0.0397  1.0264  1.3347
H  0.1899  -1.0754  1.5737

Entry 8:
Density functional theory data (wB97M-V/def2-TZVPD) for CH4ClPS in the gas phase in a non-equilibrium geometry.

Summary:
HOMO ... -9.449 eV
Lowest unoccupied orbital energy ... 0.48 eV
Orbital gap ... 9.9 eV
Total charge ... 0
Energy above the lowest of the compared OMol25 structures with the same formula, charge and spin ... 11.8 kcal/mol

Positions of all 8 atoms, in Å:
C  -1.3884  0.4266  0.0401
P  1.3630  -0.4414  -0.5662
S  -0.1749  -0.7217  0.8874
Cl  2.7760  0.6497  0.3537
H  -1.2927  1.5437  0.3852
H  -2.4107  0.1367  -0.0713
H  -0.8302  0.3283  -0.9488
H  1.9578  -1.9219  -0.0800

Entry 9:
Density functional theory data (wB97M-V/def2-TZVPD) for CH4CsO as an isolated structure.

Summary:
HOMO ... -14.262 eV
Lowest unoccupied orbital energy ... -3.83 eV
Orbital gap ... 10.4 eV
Total charge ... +1
Energy above the lowest of the compared OMol25 structures with the same formula, charge and spin ... 5.9 kcal/mol

Positions of all 7 atoms, in Å:
Cs  -0.9182  3.1033  -0.3200
C  -0.0404  -0.5545  -0.2691
O  0.4087  0.0775  0.9339
H  0.7916  -0.9893  -0.8245
H  -0.7460  -1.3601  -0.0593
H  -0.5185  0.2329  -0.8466
H  1.0228  -0.5097  1.3855

Entry 10:
Density functional theory data (wB97M-V/def2-TZVPD) for a 2-piece molecular cluster, CH4F2Si overall in a non-equilibrium geometry.

Summary:
HOMO ... -9.386 eV
Lowest unoccupied orbital energy ... -0.08 eV
Orbital gap ... 9.3 eV
Total charge ... 0
Energy above the lowest of the compared OMol25 structures with the same formula, charge and spin ... 64.4 kcal/mol

Positions of all 8 atoms, in Å:
C  1.0089  0.0536  0.6238
F  -1.6948  1.2158  0.0120
F  -1.5316  -1.1767  -0.0097
Si  -0.6462  0.1192  -0.3088
H  1.7616  0.2648  -0.0951
H  1.0130  0.7327  1.5123
H  0.8335  -0.9596  0.9299
H  -0.7444  -0.2498  -2.6645

Entry 11:
Density functional theory data (wB97M-V/def2-TZVPD) for a 3-piece molecular cluster, CH4FN3O overall in a non-equilibrium geometry.

Summary:
HOMO ... -10.310 eV
Lowest unoccupied orbital energy ... 0.17 eV
Orbital gap ... 10.5 eV
Total charge ... 0
Energy above the lowest of the compared OMol25 structures with the same formula, charge and spin ... 10.2 kcal/mol

Positions of all 10 atoms, in Å:
C  1.3565  -1.1583  1.7248
N  2.5240  -1.4136  1.5851
N  -0.0898  1.1572  -0.9710
N  1.1456  1.1290  -1.1744
O  0.3312  -0.6254  1.6345
F  -0.8782  -1.3038  -1.9091
H  1.2205  0.2075  -1.6310
H  3.2564  -1.8716  2.2202
H  -0.4827  2.0562  -0.5300
H  -0.6860  -0.4333  -1.6454

Entry 12:
Density functional theory data (wB97M-V/def2-TZVPD) for CH4FNO in the gas phase in a non-equilibrium geometry.

Summary:
HOMO ... -10.690 eV
Lowest unoccupied orbital energy ... 0.91 eV
Orbital gap ... 11.6 eV
Total charge ... 0
Energy above the lowest of the compared OMol25 structures with the same formula, charge and spin ... 0.0 kcal/mol

Positions of all 8 atoms, in Å:
C  -0.5091  0.0408  0.2102
N  0.8967  -0.0467  0.4575
O  -0.8162  1.0549  -0.6054
F  -0.9706  -1.1723  -0.4559
H  -1.0944  0.0552  1.0590
H  1.2069  -0.7517  1.0268
H  1.4479  -0.1989  -0.4599
H  -0.1611  1.0187  -1.2324

Entry 13:
Density functional theory data (wB97M-V/def2-TZVPD) for a 2-piece molecular cluster, CH4FNO overall in a non-equilibrium geometry.

Summary:
HOMO ... -10.280 eV
Lowest unoccupied orbital energy ... 0.86 eV
Orbital gap ... 11.1 eV
Total charge ... 0
Energy above the lowest of the compared OMol25 structures with the same formula, charge and spin ... 65.9 kcal/mol

Positions of all 8 atoms, in Å:
C  0.3123  -1.6000  -0.7146
N  -0.5137  1.3740  0.5755
O  0.9703  -1.3257  0.2584
F  0.2602  2.3883  -0.0608
H  0.6230  -2.4634  -1.4156
H  -0.5517  -1.0211  -1.0097
H  -1.1828  1.8418  1.1537
H  0.0823  0.8061  1.2131

Entry 14:
Density functional theory data (wB97M-V/def2-TZVPD) for a 2-piece molecular cluster, CH4FNO2 overall in a non-equilibrium geometry.

Summary:
HOMO ... -10.470 eV
Lowest unoccupied orbital energy ... 0.19 eV
Orbital gap ... 10.7 eV
Total charge ... 0
Energy above the lowest of the compared OMol25 structures with the same formula, charge and spin ... 122.4 kcal/mol

Positions of all 9 atoms, in Å:
C  -0.2586  -0.2507  -0.2622
N  -0.5750  0.7737  0.6983
O  0.1404  0.2794  -1.4541
O  0.7051  -1.2152  0.1670
F  -1.2939  0.0863  1.6342
H  -1.2493  -0.7282  -0.6098
H  0.6260  1.1911  1.3892
H  0.4864  1.1461  -1.1040
H  1.4190  -1.2826  -0.4587

Entry 15:
Density functional theory data (wB97M-V/def2-TZVPD) for a 2-piece molecular cluster, CH4FNO2P overall in a non-equilibrium geometry.

Summary:
HOMO (spin up / spin down) ... -3.712 / -2.355 eV
Lowest unoccupied orbital energy (spin up / spin down) ... 4.02 / 4.06 eV
Orbital gap (spin up / spin down) ... 7.7 / 6.4 eV
Total charge ... -1
Energy above the lowest of the compared OMol25 structures with the same formula, charge and spin ... 48.2 kcal/mol

Positions of all 10 atoms, in Å:
C  1.3671  0.2841  1.4161
N  -0.7098  -0.6181  -1.6857
O  -1.3066  1.6002  -0.3962
O  -2.5377  -0.5202  0.1683
F  2.3123  -0.5862  1.0008
P  -1.2475  0.1494  -0.2818
H  1.2161  0.3329  2.4957
H  1.4546  1.1961  0.8068
H  -0.7106  -1.6282  -1.5359
H  0.1621  -0.2100  -1.9881

Entry 16:
Density functional theory data (wB97M-V/def2-TZVPD) for a 2-piece molecular cluster, CH4FP overall in a non-equilibrium geometry.

Summary:
HOMO ... -9.533 eV
Lowest unoccupied orbital energy ... -0.37 eV
Orbital gap ... 9.2 eV
Total charge ... 0
Energy above the lowest of the compared OMol25 structures with the same formula, charge and spin ... 51.5 kcal/mol

Positions of all 7 atoms, in Å:
C  -0.5790  -0.1338  -0.4045
F  1.7042  -0.8320  0.2326
P  1.0440  0.6808  -0.2111
H  -0.6475  -0.6386  -1.3569
H  -1.3593  0.6507  -0.4037
H  -0.5719  -0.7869  0.3515
H  0.4096  1.0598  1.7921

Entry 17:
Density functional theory data (wB97M-V/def2-TZVPD) for CH4I2N as an isolated structure in a non-equilibrium geometry.

Summary:
HOMO (spin up / spin down) ... -13.284 / -13.601 eV
Lowest unoccupied orbital energy (spin up / spin down) ... -6.75 / -6.25 eV
Orbital gap (spin up / spin down) ... 6.5 / 7.4 eV
Total charge ... +1
Energy above the lowest of the compared OMol25 structures with the same formula, charge and spin ... 53.2 kcal/mol

Positions of all 8 atoms, in Å:
C  -1.7479  -0.1497  -0.8805
N  1.5634  0.1202  0.5609
I  -0.4836  -1.3731  0.1843
I  -3.2602  0.9489  0.0365
H  -1.9719  -0.2897  -1.9814
H  1.9129  0.2501  1.5814
H  1.8260  1.0652  0.3033
H  2.1613  -0.5718  0.1957

Entry 18:
Density functional theory data (wB97M-V/def2-TZVPD) for a 2-piece molecular cluster, CH4IN2 overall in a non-equilibrium geometry.

Summary:
HOMO ... -14.672 eV
Lowest unoccupied orbital energy ... -6.67 eV
Orbital gap ... 8.0 eV
Total charge ... +1
Energy above the lowest of the compared OMol25 structures with the same formula, charge and spin ... 113.7 kcal/mol

Positions of all 8 atoms, in Å:
C  0.2728  -0.2206  0.4278
N  -1.4830  0.4926  -0.9964
N  1.3961  -0.3409  -0.1196
I  -0.2857  -0.6683  2.3251
H  -2.2260  0.0556  -0.4705
H  -1.4650  1.2878  -0.3671
H  1.6214  0.1020  -1.0978
H  2.1694  -0.7083  0.2984

Entry 19:
Density functional theory data (wB97M-V/def2-TZVPD) for CH4IN2O2P in the gas phase in a non-equilibrium geometry.

Summary:
HOMO (spin up / spin down) ... -8.046 / -8.317 eV
Lowest unoccupied orbital energy (spin up / spin down) ... -0.84 / -0.83 eV
Orbital gap (spin up / spin down) ... 7.2 / 7.5 eV
Total charge ... 0

Positions of all 11 atoms, in Å:
C  -0.3380  -0.0036  -0.5292
N  -1.3858  -1.9667  -1.2321
N  -1.2865  -0.6589  -0.9516
O  -0.2308  1.3163  -0.5400
O  0.9806  0.1418  1.3072
P  0.6452  1.4663  0.8128
I  -3.2682  0.4848  -1.6137
H  -0.6874  -2.4053  -1.7265
H  -1.4178  -2.4218  -0.3506
H  -0.4228  2.2701  1.5626
H  1.5792  2.3732  0.6918

Entry 20:
Density functional theory data (wB97M-V/def2-TZVPD) for a 2-piece molecular cluster, CH4IN2S overall in a non-equilibrium geometry.

Summary:
HOMO (spin up / spin down) ... -12.298 / -12.400 eV
Lowest unoccupied orbital energy (spin up / spin down) ... -8.82 / -8.80 eV
Orbital gap (spin up / spin down) ... 3.5 / 3.6 eV
Total charge ... +1
Energy above the lowest of the compared OMol25 structures with the same formula, charge and spin ... 98.2 kcal/mol

Positions of all 9 atoms, in Å:
C  0.0342  -0.0548  0.2259
N  0.9128  -1.0372  0.0683
N  0.2446  1.1184  -0.3258
S  -0.6164  2.5709  0.0541
I  -3.5018  -0.9017  0.0114
H  -0.6121  -0.0537  1.1347
H  0.8532  -1.9911  0.2968
H  1.5992  -0.8465  -0.5855
H  1.0863  1.1958  -0.8799

| no. | DFT total energy (Ha) |
| --- | --- |
| 1 | -2673.554584 |
| 2 | -555.344833 |
| 3 | -609.881010 |
| 4 | -664.724208 |
| 5 | -630.508324 |
| 6 | -1238.107898 |
| 7 | -841.970530 |
| 8 | -1240.214758 |
| 9 | -135.659404 |
| 10 | -529.747639 |
| 11 | -379.818508 |
| 12 | -270.352709 |
| 13 | -270.247654 |
| 14 | -345.445244 |
| 15 | -686.984416 |
| 16 | -481.636679 |
| 17 | -690.261498 |
| 18 | -447.275738 |
| 19 | -939.393925 |
| 20 | -845.489812 |